[1]
Entry from the Open Molecules 2025 dataset: a molecular structure, C32H21BrF5N3O4RuS4 at a distorted geometry (wB97M-V/def2-TZVPD).

Properties
2S+1: 2
Total charge: -1
E_LUMO (alpha / beta): 0.076 / 0.076 Ha
Energy relative to the best compared isomer or geometry (same formula, charge and spin): 15.21 kcal per mole
HOMO-LUMO gap (alpha / beta): 7.0 / 6.9 eV
<S²>: 0.758

Positions of all 71 atoms, in Å:
Ru  -0.26009  -0.51658  0.00474
Br  -0.86339  -2.75632  -3.57736
C  -0.13165  -1.02497  -3.83835
C  0.21415  -0.67678  -5.13765
C  0.70559  0.59820  -5.35207
C  0.82395  1.46030  -4.27526
C  0.46494  1.00152  -3.01905
N  -0.00365  -0.22845  -2.79942
C  0.59868  1.92189  -1.81339
O  0.89871  3.09521  -2.02656
O  0.39403  1.40179  -0.67208
H  0.08962  -1.38890  -5.93963
H  0.98559  0.91156  -6.34991
H  1.18485  2.47421  -4.36340
O  -1.12998  1.20350  1.66770
S  -1.89356  2.14066  2.53002
C  -0.85474  2.34507  4.03652
C  0.59551  1.94238  3.78489
C  0.85442  0.46747  4.07898
C  2.32309  0.08744  3.90973
S  2.74508  -0.30197  2.15461
O  1.48669  -0.05086  1.40718
C  2.93836  -2.07471  2.30831
C  1.84276  -2.90251  2.51065
C  2.03570  -4.27311  2.57073
C  3.31333  -4.80365  2.43254
C  4.40235  -3.96792  2.22880
C  4.21572  -2.59385  2.15728
C  -1.62213  3.78059  1.85683
C  -0.68324  3.94016  0.85324
C  -0.49167  5.20556  0.31169
C  -1.22978  6.28280  0.78073
C  -2.17769  6.10399  1.78363
C  -2.38606  4.84364  2.32080
H  -1.31855  1.72397  4.80537
H  -0.94471  3.38885  4.33703
H  1.23880  2.55392  4.42528
H  0.86287  2.15638  2.74606
H  0.22256  -0.14562  3.43377
H  0.57188  0.24859  5.11352
H  2.59897  -0.78130  4.50480
H  2.97685  0.91639  4.18857
H  0.84570  -2.48295  2.59286
H  1.18219  -4.92483  2.70536
H  3.45645  -5.87598  2.46494
H  5.39221  -4.38513  2.09864
H  5.04909  -1.93154  1.95667
H  -0.13912  3.07992  0.47741
H  0.22609  5.32063  -0.49016
H  -1.08209  7.26657  0.35265
H  -2.76668  6.94301  2.13215
H  -3.14265  4.68538  3.08175
S  -2.41997  -0.79347  -0.75198
C  -2.82371  -1.52465  0.75475
S  -1.35222  -1.80988  1.62236
C  -4.08934  -1.81632  1.22112
C  -5.24367  -1.51840  0.44832
N  -6.18274  -1.27597  -0.17521
C  -4.26824  -2.40724  2.50073
N  -4.41436  -2.88648  3.53978
F  -0.69554  -3.87081  -0.32297
C  0.55741  -3.44729  -0.55171
C  0.87144  -2.09338  -0.57267
C  2.18659  -1.83325  -0.95547
F  2.61610  -0.56338  -1.11699
C  3.14093  -2.80835  -1.18578
F  4.40493  -2.47363  -1.49915
C  2.79458  -4.13976  -1.06861
F  3.70632  -5.10423  -1.26144
C  1.48536  -4.45412  -0.76719
F  1.12319  -5.74502  -0.68264

Atom charges from the Löwdin analysis, given in e for atoms 1 to 8: number 1, Ru, carries 0.9051; number 2, Br, carries 0.8018; number 3, C, carries -0.7102; number 4, C, carries -0.1190; number 5, C, carries -0.0567; number 6, C, carries -0.0004; number 7, C, carries -0.1720; number 8, N, carries 0.0710



[2]
Entry from the Open Molecules 2025 dataset: a molecular structure, C32H21F12N3O6ReS at a distorted geometry (wB97M-V/def2-TZVPD).

Properties
2S+1: 1
Total charge: +3
E_LUMO (alpha / beta): -0.384 / -0.372 Ha
HOMO-LUMO gap (alpha / beta): 6.3 / 6.4 eV

Positions of all 76 atoms, in Å:
Re  1.20955  -0.34701  0.66451
C  6.02319  4.25317  3.11392
C  5.05831  3.46663  2.35067
C  5.37496  3.10306  0.99762
C  4.54101  2.25926  0.33056
C  3.37512  1.68217  0.96158
N  2.71071  0.69364  0.30443
C  3.04782  -0.21850  -0.64801
C  4.29084  -0.84782  -0.46081
C  5.00238  -1.46061  -1.48526
C  4.66659  -1.22631  -2.79382
C  5.51129  -1.63383  -3.93773
C  3.37448  -0.68277  -3.07468
C  2.56148  -0.18730  -2.06758
C  1.09956  0.20021  -2.21441
O  0.37248  -0.16369  -1.04009
C  1.06935  1.73975  -2.51819
F  1.94716  1.98199  -3.48851
F  -0.15080  2.24277  -2.79614
F  1.54437  2.39758  -1.37839
C  0.30929  -0.64655  -3.33519
F  0.62899  -0.13913  -4.54977
F  -0.97684  -0.54267  -3.17912
F  0.65426  -1.92892  -3.31127
C  2.96193  2.15520  2.25765
C  3.82270  3.04656  2.92194
C  1.70946  1.59896  2.94909
O  1.40625  0.32739  2.44609
C  0.52012  2.57426  2.68936
F  0.62267  3.78618  3.28336
F  0.38167  2.83848  1.36959
F  -0.66799  1.97654  3.13834
C  1.98093  1.37911  4.45944
F  0.94937  0.74000  5.03569
F  3.04160  0.62580  4.64533
F  2.10515  2.45172  5.18745
H  7.01267  3.79870  3.11640
H  5.64310  4.63100  4.08778
H  6.22738  5.16756  2.57675
H  6.26089  3.41736  0.44015
H  4.83847  1.83506  -0.64483
H  4.84246  -0.78709  0.46287
H  5.98120  -1.88784  -1.31202
H  5.57290  -0.86655  -4.68418
H  5.12076  -2.60676  -4.31957
H  6.54513  -1.77032  -3.65077
H  3.05701  -0.61174  -4.10871
H  3.61977  3.14379  3.95983
O  -0.86773  -0.60369  1.09855
C  -1.79008  -0.03299  0.50065
C  -3.19627  -0.39501  0.55886
C  -4.06908  0.38502  -0.12409
C  -5.47458  0.36170  -0.14554
C  -6.41927  -0.59260  -0.12238
C  -6.23274  -2.03143  0.07040
C  -4.73121  -2.98341  -0.98029
O  -3.76444  -3.09726  -1.66679
N  -6.00407  1.71974  -0.46382
O  -5.19599  2.64237  -0.42078
O  -7.21207  1.82679  -0.55921
H  -1.59364  0.74571  -0.15688
H  -3.65087  1.21905  -0.63363
H  -7.43072  -0.43873  -0.31802
H  -6.96612  -2.41036  0.72971
S  -3.64281  -1.82148  1.46164
C  -4.87568  -2.67314  0.48619
N  -5.20532  -3.94824  1.18405
C  -6.03613  -4.91418  0.83910
C  -6.92103  -4.95693  -0.31077
C  -6.99719  -4.03401  -1.25107
C  -6.23375  -2.75705  -1.29747
H  -4.63608  -4.18163  2.00717
H  -6.15179  -5.71821  1.51866
H  -7.36425  -5.93377  -0.51864
H  -7.62871  -4.19650  -2.09749
H  -6.50954  -2.13818  -2.13947

Atom charges from the Löwdin analysis, given in e for atoms 1 to 8: number 1, Re, carries 1.7812; number 2, C, carries -0.0101; number 3, C, carries -0.1618; number 4, C, carries 0.0280; number 5, C, carries 0.0421; number 6, C, carries -0.1409; number 7, N, carries -0.0985; number 8, C, carries -0.3277



[3]
Entry from the Open Molecules 2025 dataset: a molecular structure, C32H21FNO11S2 at a distorted geometry (wB97M-V/def2-TZVPD).

Properties
2S+1: 1
Total charge: -1
E_LUMO: 0.016 Ha
HOMO-LUMO gap: 6.9 eV

Positions of all 68 atoms, in Å:
C  3.93621  -0.85968  4.43923
C  3.05538  0.27699  4.99367
O  2.98042  0.47586  6.13603
O  2.34195  1.13132  4.12599
C  1.11865  0.51969  3.74039
O  1.15710  -0.51465  3.20987
C  -0.11693  1.36184  4.05281
S  -1.71431  0.58191  3.67629
O  -1.64965  -0.43014  2.64422
O  -2.54104  1.67710  3.19813
N  -2.30661  0.09380  5.13977
S  -3.46110  -1.02959  4.97329
O  -3.81413  -1.48056  6.28693
O  -4.63942  -0.57317  4.29454
F  -2.86192  -2.35515  4.24176
H  3.30441  -1.76711  4.44956
H  4.18109  -0.59805  3.39802
H  4.80546  -1.06014  5.07655
H  -0.06135  2.27235  3.43149
H  -0.06397  1.65842  5.11372
C  -5.32324  0.90648  -5.07248
C  -5.68990  -0.34602  -5.55634
C  -5.77174  -1.42649  -4.69341
C  -5.47613  -1.26332  -3.34418
C  -5.08586  -0.01372  -2.86421
C  -5.02145  1.07208  -3.73050
C  -4.71812  0.16926  -1.43081
O  -4.38334  1.26145  -1.02022
C  -4.76291  -1.00883  -0.52888
C  -4.36924  -0.87327  0.79899
C  -4.42029  -1.96717  1.65171
C  -4.87336  -3.19603  1.18218
C  -5.26233  -3.33956  -0.14119
C  -5.20045  -2.25267  -1.00416
C  -5.58524  -2.42871  -2.42393
O  -5.97876  -3.50393  -2.83961
H  -5.26816  1.75304  -5.74641
H  -5.91378  -0.47706  -6.60827
H  -6.06207  -2.39892  -5.07020
H  -4.73130  2.04572  -3.35673
H  -4.01807  0.08179  1.17119
H  -4.10816  -1.86140  2.68413
H  -4.91861  -4.04629  1.85218
H  -5.60957  -4.29938  -0.50226
C  1.58039  -0.32829  -0.98363
C  1.50569  -0.14682  -2.36248
C  2.58916  0.37089  -3.05735
C  3.74784  0.72279  -2.37417
C  3.81042  0.56374  -0.98872
C  2.73196  0.02636  -0.29937
C  5.01207  0.97983  -0.23011
O  5.04974  0.84079  0.97578
C  6.15304  1.58103  -0.97003
C  7.26619  2.02956  -0.26862
C  8.33933  2.57926  -0.95102
C  8.30865  2.67545  -2.33929
C  7.19879  2.23541  -3.04232
C  6.11392  1.69586  -2.36074
C  4.91125  1.26062  -3.12465
O  4.88339  1.35041  -4.33650
H  0.73761  -0.74256  -0.44324
H  0.60112  -0.41311  -2.89493
H  2.52983  0.50490  -4.12980
H  2.78589  -0.11401  0.77297
H  7.29399  1.95309  0.81088
H  9.20378  2.93265  -0.40234
H  9.15131  3.09915  -2.87192
H  7.17497  2.31620  -4.12147

Atom charges from the Löwdin analysis, given in e for atoms 1 to 8: number 1, C, carries 0.0267; number 2, C, carries -0.4911; number 3, O, carries 0.1692; number 4, O, carries 0.0506; number 5, C, carries -0.4602; number 6, O, carries 0.1731; number 7, C, carries -0.1087; number 8, S, carries 0.5384